The following is a DFT calculation (ωB97M-V with the def2-TZVPD basis set) of C36H35N13PRuS5 as an isolated structure.

## Properties
Charge = +2
ΔE to the lowest compared entry with this formula, charge and spin = 0.460 eV
Expectation value of S² = 8.770
Energy = -4531.439885 Ha
Spin multiplicity = 6
Gap between HOMO and LUMO (alpha / beta) = 7.0 / 5.0 eV
Lowest unoccupied orbital energy (alpha / beta) = -4.70 / -6.69 eV

Geometry (Å):
1 Ru -0.45 0.30 0.70
2 C 0.59 1.08 6.36
3 N -0.09 0.59 5.15
4 C -1.21 -0.20 5.15
5 C -1.50 -0.44 3.84
6 N -0.57 0.18 3.04
7 C 0.28 0.80 3.86
8 P 1.79 1.70 3.44
9 C 1.16 2.87 2.19
10 N 0.61 2.53 1.03
11 C 0.47 3.69 0.32
12 C 0.95 4.74 1.05
13 N 1.38 4.21 2.24
14 C 2.02 4.97 3.32
15 C 2.49 0.53 2.23
16 N 1.84 -0.07 1.24
17 C 2.79 -0.74 0.51
18 C 4.01 -0.54 1.07
19 N 3.82 0.26 2.17
20 C 4.87 0.75 3.06
21 H 0.02 0.77 7.22
22 H 0.64 2.17 6.35
23 H 1.59 0.67 6.44
24 H -1.70 -0.51 6.05
25 H -2.30 -1.04 3.44
26 H 0.06 3.71 -0.68
27 H 1.00 5.80 0.84
28 H 1.78 6.02 3.20
29 H 3.10 4.85 3.29
30 H 1.65 4.64 4.29
31 H 2.54 -1.36 -0.33
32 H 4.99 -0.91 0.80
33 H 5.79 0.20 2.85
34 H 4.60 0.59 4.09
35 H 5.06 1.81 2.89
36 N -2.79 3.27 -1.58
37 C -3.28 3.74 -0.35
38 C -4.13 4.79 -0.01
39 C -4.38 4.96 1.33
40 C -3.80 4.12 2.31
41 C -2.96 3.09 1.96
42 C -2.70 2.91 0.60
43 N -1.90 1.97 -0.04
44 C -1.98 2.23 -1.32
45 C -1.20 1.46 -2.28
46 C -1.23 1.49 -3.64
47 S -0.12 0.36 -4.27
48 C 0.32 -0.09 -2.69
49 N -0.31 0.55 -1.74
50 H -3.00 3.67 -2.48
51 H -4.57 5.43 -0.76
52 H -5.03 5.76 1.65
53 H -4.03 4.30 3.35
54 H -2.51 2.43 2.70
55 H -1.83 2.11 -4.29
56 H 1.08 -0.84 -2.50
57 C -3.56 -4.83 -1.94
58 C -3.64 -3.34 -1.89
59 C -4.09 -2.54 -2.90
60 C -4.10 -1.16 -2.71
61 N -3.68 -0.59 -1.57
62 C -3.28 -1.38 -0.57
63 S -2.83 -0.80 0.99
64 N -3.24 -2.72 -0.76
65 C -4.61 -0.26 -3.79
66 H -3.57 -5.19 -2.96
67 H -4.41 -5.26 -1.41
68 H -2.65 -5.18 -1.45
69 H -4.43 -2.98 -3.83
70 H -2.87 -3.26 0.01
71 H -4.18 -0.51 -4.76
72 H -4.39 0.78 -3.53
73 H -5.69 -0.37 -3.87
74 S 1.01 -4.62 -5.07
75 C 1.04 -4.06 -3.54
76 S -0.40 -3.60 -2.67
77 C 0.56 -3.00 -1.32
78 N 1.83 -3.17 -1.50
79 N 2.10 -3.79 -2.70
80 C 3.50 -4.08 -2.95
81 C 3.88 -5.27 -3.53
82 C 5.23 -5.52 -3.74
83 C 6.19 -4.59 -3.36
84 C 5.79 -3.40 -2.76
85 C 4.44 -3.15 -2.55
86 S -0.23 -2.34 0.06
87 H 3.14 -6.01 -3.81
88 H 5.53 -6.46 -4.20
89 H 7.24 -4.79 -3.52
90 H 6.53 -2.68 -2.45
91 H 4.12 -2.22 -2.09

=====

The following is a DFT calculation (ωB97M-V with the def2-TZVPD basis set) of C10H12BN5O9Sn as an isolated structure at a distorted geometry.

## Properties
Charge = -2
ΔE to the lowest compared entry with this formula, charge and spin = 0.148 eV
Energy = -1578.332789 Ha
Spin multiplicity = 1
Gap between HOMO and LUMO = 7.4 eV
Lowest unoccupied orbital energy = 4.07 eV

Geometry (Å):
1 Sn 0.35 0.26 -1.41
2 O 0.53 -0.05 2.73
3 C 0.28 -0.51 1.64
4 O 0.88 -0.12 0.54
5 C -0.71 -1.66 1.52
6 C -1.00 -2.30 2.70
7 C -1.84 -3.41 2.73
8 C -2.38 -3.93 1.57
9 C -2.08 -3.31 0.38
10 C -1.31 -2.10 0.27
11 O -1.23 -1.45 -0.81
12 N -2.64 -3.95 -0.83
13 O -2.03 -3.85 -1.87
14 O -3.64 -4.64 -0.69
15 N -2.13 -4.07 4.00
16 O -1.63 -3.61 5.01
17 O -2.87 -5.04 3.99
18 H -0.55 -1.92 3.61
19 H -3.01 -4.80 1.58
20 N 3.83 1.57 -0.04
21 N 3.86 0.19 -0.42
22 H 3.99 1.60 0.96
23 H 2.90 1.96 -0.18
24 H 3.07 -0.30 0.00
25 H 3.75 0.17 -1.43
26 C 2.40 3.50 -2.98
27 C 2.41 2.10 -3.56
28 O 2.70 1.91 -4.74
29 O 2.10 1.17 -2.72
30 H 2.73 4.23 -3.72
31 H 3.05 3.54 -2.11
32 H 1.39 3.75 -2.64
33 B -2.16 4.62 -0.42
34 C -1.29 3.31 -0.70
35 N -0.65 2.37 -0.92
36 H -1.74 5.12 0.61
37 H -2.02 5.37 -1.37
38 H -3.32 4.27 -0.30

=====

The following is a DFT calculation (ωB97M-V with the def2-TZVPD basis set) of C17H24ClN2O6Zn as an isolated structure.

## Properties
Charge = +1
Energy = -3462.535631 Ha
Spin multiplicity = 1
Gap between HOMO and LUMO = 8.1 eV
Lowest unoccupied orbital energy = -2.52 eV

Geometry (Å):
1 Zn 0.29 0.28 -0.04
2 C 0.77 4.85 1.11
3 N 0.45 3.80 2.08
4 C 0.10 4.25 3.43
5 C 0.32 2.54 1.68
6 O 0.53 2.20 0.51
7 C -0.10 1.51 2.73
8 O -0.33 0.25 2.11
9 C 0.38 -0.87 2.64
10 C 1.72 -1.05 1.92
11 O 1.95 -0.36 0.90
12 N 2.59 -1.91 2.40
13 C 2.34 -2.77 3.56
14 C 3.88 -2.12 1.73
15 H 1.52 5.51 1.54
16 H 1.16 4.40 0.20
17 H -0.12 5.43 0.87
18 H 0.70 5.13 3.66
19 H -0.95 4.51 3.50
20 H 0.34 3.49 4.18
21 H 0.68 1.43 3.49
22 H -1.02 1.82 3.21
23 H 0.52 -0.75 3.72
24 H -0.24 -1.74 2.46
25 H 1.30 -2.74 3.87
26 H 2.58 -3.80 3.29
27 H 2.97 -2.48 4.40
28 H 4.04 -1.34 0.99
29 H 4.67 -2.08 2.48
30 H 3.89 -3.10 1.25
31 C -3.59 -0.25 -4.04
32 C -2.24 -0.88 -4.20
33 C -1.35 -0.43 -5.18
34 C -0.10 -1.01 -5.33
35 Cl 0.97 -0.42 -6.56
36 C 0.30 -2.05 -4.51
37 C -0.56 -2.50 -3.52
38 C -1.81 -1.91 -3.37
39 O -2.64 -2.43 -2.39
40 C -2.87 -1.57 -1.28
41 C -1.58 -0.90 -0.84
42 O -0.71 -1.55 -0.18
43 O -1.37 0.32 -1.14
44 H -3.92 0.19 -4.98
45 H -3.57 0.55 -3.29
46 H -4.33 -0.99 -3.73
47 H -1.65 0.37 -5.84
48 H 1.27 -2.50 -4.64
49 H -0.29 -3.31 -2.87
50 H -3.23 -2.21 -0.48
51 H -3.61 -0.80 -1.50